# 1
13
Properties=species:S:1:pos:R:3:forces:R:3:lowdin_charge:R:1 method="wB97M-V/def2-TZVPD" e_above_lowest_kj_mol=248.8 smiles="O=CCN1CC1" homo_ha=-0.3487
O 1.166204 0.356574 2.224356 0.2 -0.2 -0.3 0.050
C 1.387195 0.003117 1.092468 0.0 -0.1 0.3 -0.272
C 0.544523 -1.004185 0.336582 0.0 -0.1 0.2 -0.165
N 0.052899 -0.298349 -0.850677 0.1 0.0 0.0 -0.112
C -1.374766 -0.055292 -0.930347 -0.3 -0.1 -0.1 -0.144
C -0.455383 1.047921 -0.575843 -0.2 0.3 0.0 -0.152
H 2.191460 0.478117 0.490918 0.0 -0.1 0.1 0.134
H -0.248266 -1.376220 1.001362 0.1 0.2 -0.1 0.122
H 1.148108 -1.860940 0.013782 0.0 0.1 0.1 0.118
H -2.006382 -0.453461 -0.136632 0.1 0.1 -0.1 0.107
H -1.817290 -0.116673 -1.919862 0.1 0.0 0.1 0.101
H -0.477380 1.383996 0.463862 0.0 -0.1 -0.3 0.105
H -0.171100 1.810144 -1.298243 -0.1 -0.2 0.1 0.107

---

# 2
39
Properties=species:S:1:pos:R:3:forces:R:3:lowdin_charge:R:1 method="wB97M-V/def2-TZVPD" multiplicity=5 e_above_lowest_kj_mol=14.0 homo_ha="-0.5151 / -0.5455" charge=+2
Pt 0.049610 0.443080 0.293510 -0.5 0.6 0.5 0.705
N 0.827833 3.623084 3.834320 0.0 0.0 -0.1 0.251
C -0.141598 2.834251 2.990327 -0.4 -0.1 -0.1 -0.334
C -0.990994 1.929256 3.870939 0.1 0.0 -0.1 -0.088
C -1.887531 1.039657 3.005979 -0.1 0.2 0.0 -0.332
N -1.081814 -0.000794 2.335428 0.2 -0.1 -0.5 -0.006
C -2.704807 1.855400 1.994780 0.2 0.0 -0.1 -0.085
C -1.956097 2.976959 1.259185 -0.1 0.0 0.3 -0.331
N -1.204579 2.440525 0.109057 0.3 -0.5 -0.1 -0.008
C -1.031552 3.770602 2.187509 0.1 0.0 0.0 -0.087
H 1.478040 3.001717 4.320095 0.1 0.0 0.0 0.180
H 0.340570 4.182742 4.537552 0.0 0.1 0.1 0.184
H 1.386563 4.258549 3.260071 0.0 0.0 0.0 0.181
H 0.467841 2.232582 2.313681 0.1 0.2 0.2 -0.014
H -1.637445 2.531364 4.515828 0.0 0.0 0.1 0.145
H -0.365060 1.304339 4.515567 0.0 0.0 0.0 0.137
H -2.598211 0.552556 3.678497 0.0 -0.1 0.0 0.158
H -1.686501 -0.737552 1.984502 -0.1 0.0 0.1 0.096
H -0.448927 -0.440554 2.997270 0.1 0.0 -0.1 0.107
H -3.552594 2.297415 2.519450 0.0 0.0 0.0 0.140
H -3.114518 1.167229 1.251055 -0.2 0.0 0.0 0.111
H -2.707189 3.679465 0.888932 0.0 0.0 -0.1 0.158
H -0.636161 3.160212 -0.327295 0.1 0.0 0.0 0.109
H -1.852727 2.110009 -0.599762 0.0 0.1 -0.1 0.092
H -1.661437 4.356687 2.863093 0.0 0.1 0.0 0.144
H -0.436060 4.470927 1.593725 0.0 0.0 0.0 0.136
I 2.439141 0.989761 0.872912 0.5 0.1 0.1 0.170
N -1.409537 -0.436976 -0.713990 -0.3 -0.1 0.1 -0.038
C -2.115606 -1.277381 -1.401489 -0.5 -0.6 -0.5 -0.376
C -1.501019 -2.241555 -2.278162 0.2 0.3 0.2 0.006
C -2.274056 -3.128072 -2.974177 0.0 -0.1 -0.1 -0.043
C -3.668680 -3.113568 -2.860675 0.1 0.1 0.1 -0.009
C -4.294139 -2.175217 -2.029729 -0.1 0.0 0.0 -0.049
C -3.555480 -1.274131 -1.316391 0.3 0.2 0.2 -0.011
H -0.421926 -2.237645 -2.356000 0.0 -0.1 0.0 0.121
H -1.798265 -3.849724 -3.624607 0.0 0.0 0.0 0.126
H -4.265415 -3.824318 -3.414835 0.0 0.0 0.0 0.125
H -5.372950 -2.156931 -1.952755 0.0 0.0 0.0 0.124
H -4.027827 -0.540316 -0.675782 0.0 0.0 0.0 0.105

---

# 3
16
Properties=species:S:1:pos:R:3:forces:R:3:lowdin_charge:R:1 method="wB97M-V/def2-TZVPD" multiplicity=2 e_above_lowest_kj_mol=254.2 homo_ha="-0.4926 / -0.4898" charge=+1
C -1.585467 0.208126 -0.757084 1.0 0.5 -1.0 -0.120
C -1.781778 -1.149830 -0.669882 0.2 -1.0 0.7 0.210
N -0.717269 0.699081 -1.689843 -2.0 -1.2 -0.3 0.204
H -2.137234 0.896537 -0.135678 -0.2 0.3 -0.2 0.148
H -2.529012 -1.584503 -0.017552 -0.1 0.2 0.0 0.110
H -1.186018 -1.870372 -1.219968 0.1 0.2 -0.2 0.111
H 1.759456 0.181479 -0.410024 -0.3 0.5 -0.9 0.024
H -0.321722 -0.026762 -2.282615 0.4 -0.1 0.2 0.138
H -1.125622 1.390252 -2.315209 0.5 1.1 0.5 0.156
N 0.467592 0.176090 1.622312 0.7 0.1 0.2 0.031
C 1.915572 0.280222 1.498330 -0.1 -1.2 -0.7 -0.284
O 2.365261 -0.190593 0.209532 0.3 -0.3 0.8 -0.068
H 0.040107 0.881891 1.051672 -0.3 0.4 -0.1 0.032
H 0.184833 -0.748319 1.306496 0.0 0.1 0.2 0.063
H 2.277749 1.295504 1.635751 -0.3 0.1 0.4 0.122
H 2.373551 -0.438804 2.173762 0.0 0.4 0.3 0.123

---

# 4
9
Properties=species:S:1:pos:R:3:forces:R:3:lowdin_charge:R:1 method="wB97M-V/def2-TZVPD" e_above_lowest_kj_mol=61.6 homo_ha=-0.3673
C -0.690054 1.803929 -0.249523 0.2 0.9 0.8 -0.616
C -0.461005 0.431504 0.251752 1.4 -2.1 -2.0 -0.816
O -0.632043 2.104763 -1.397806 0.2 0.8 1.0 0.136
O 0.332013 -0.316349 -0.702990 -0.6 2.3 0.2 -0.035
O 0.032955 0.232836 1.480279 -0.6 0.9 0.7 0.045
F -1.013026 2.600120 0.821555 0.3 0.0 -1.5 0.074
I -2.657626 0.024378 0.022378 -0.1 -0.9 0.3 0.944
H 0.717326 0.394573 -1.311966 -0.8 -1.5 0.8 0.138
H 0.567169 -0.564167 1.493978 0.1 -0.3 -0.3 0.131

---

# 5
8
Properties=species:S:1:pos:R:3:forces:R:3:lowdin_charge:R:1 method="wB97M-V/def2-TZVPD" e_above_lowest_kj_mol=585.0 homo_ha="-0.3132 / -0.3133"
C 0.062504 0.088498 0.172091 0.4 0.6 -0.7 -0.098
C -0.631884 -0.622977 -0.878477 -0.3 -1.2 1.3 -0.080
N 0.307303 0.143028 1.499728 0.3 0.5 0.6 -0.151
O 0.624788 -0.621158 2.476775 -0.9 -0.1 -2.0 -0.058
O -0.153389 -0.441361 -2.089793 0.4 0.5 0.4 0.008
H 0.195580 1.103233 -0.212955 0.0 0.1 0.1 0.114
H 0.373695 1.132410 1.780416 0.1 -0.3 -0.1 0.155
H -0.778598 -0.781672 -2.747784 0.0 0.0 0.4 0.110

---

# 6
69
Properties=species:S:1:pos:R:3:forces:R:3:lowdin_charge:R:1 method="wB97M-V/def2-TZVPD" homo_ha=-0.1345 charge=-1
C 1.022717 -2.134409 1.210287 -0.3 0.1 0.1 -0.185
C 0.182604 -1.335278 2.195906 0.4 -0.2 0.3 -0.784
Cl -0.729786 -0.002630 1.369866 0.1 0.0 0.3 0.525
C 0.988570 -0.883147 3.407770 -0.7 0.6 -0.1 -0.816
Cl -0.232765 -0.399067 4.670769 0.2 -0.2 0.1 0.482
P 2.186266 0.662944 3.181657 -0.1 1.9 -0.1 0.351
C 3.798793 -0.474974 3.123966 -0.1 -0.3 1.0 -0.338
C 4.165397 -1.295396 4.310154 0.6 -0.9 -1.3 -0.852
O 4.536104 -2.438161 4.225872 -0.3 0.3 0.6 -0.073
Br 4.101000 -0.565203 6.125259 0.0 0.3 0.0 0.638
H 1.228199 -1.593482 0.300025 0.3 0.3 -0.1 0.012
H 0.486562 -3.027512 0.915704 -0.1 -0.3 -0.1 0.049
H 1.933361 -2.454104 1.696654 0.3 0.1 -0.1 0.011
H -0.587071 -1.980964 2.587302 -0.5 -0.1 -0.1 0.064
H 1.461191 -1.781635 3.798779 0.1 -0.1 0.1 0.056
H 2.125678 0.589833 1.721955 0.0 -0.8 1.1 -0.148
H 1.014056 1.517984 3.184773 -0.1 -0.1 -0.1 -0.111
H 2.269185 0.865065 4.620330 0.0 -0.6 -0.1 -0.083
H 3.042543 1.866363 3.021058 0.1 -0.1 -0.1 -0.063
H 4.646267 0.145994 2.863212 0.1 0.5 0.1 0.074
H 3.662510 -1.186946 2.318391 0.1 -0.3 -0.2 0.055
Cl -0.777671 3.393505 2.242878 -0.1 0.1 0.0 0.569
C -1.831778 3.535223 0.820358 0.2 -0.1 0.1 -0.724
C -3.209565 4.037404 1.164246 0.0 0.1 -0.2 -0.673
Cl -4.153089 2.847778 2.100293 0.0 0.0 0.0 0.534
H -1.872089 2.560229 0.336772 0.0 0.0 0.1 0.046
H -1.350681 4.234810 0.141158 0.0 0.0 0.2 -0.011
H -3.767669 4.232259 0.249015 0.0 -0.1 0.0 0.020
H -3.161205 4.956609 1.742762 0.0 -0.1 0.1 0.066
Cl 2.438063 0.888707 -0.354779 0.1 0.6 -0.9 0.609
C 2.053888 2.267865 -1.421972 0.0 -0.3 -0.2 -0.638
C 3.118304 3.333822 -1.394776 0.0 0.1 -0.1 -0.671
Cl 3.187594 4.182152 0.169862 0.0 0.0 0.0 0.536
H 1.087245 2.661733 -1.114058 0.0 0.0 0.1 0.058
H 1.959013 1.876683 -2.436326 0.0 0.0 0.0 0.054
H 2.903208 4.086234 -2.153534 0.0 0.0 0.0 0.063
H 4.101643 2.914619 -1.593270 0.0 0.0 0.1 0.063
Cl -1.257880 -1.481367 -1.302750 0.0 0.0 -0.4 0.572
C -1.183580 -1.929516 -3.027779 0.1 -0.2 0.3 -0.719
C 0.169579 -2.449811 -3.438801 -0.1 -0.2 0.0 -0.652
Cl 1.423093 -1.184204 -3.428182 0.1 0.1 0.0 0.541
H -1.465164 -1.060033 -3.605449 0.1 0.1 0.0 0.000
H -1.930649 -2.704653 -3.182503 0.0 0.0 -0.1 0.017
H 0.119007 -2.833273 -4.457341 0.0 0.0 0.0 0.068
H 0.501112 -3.252319 -2.784244 0.0 0.1 0.1 0.070
Cl -1.804286 4.573364 -2.248818 -0.1 0.0 -0.2 0.623
C -2.853738 4.712994 -3.680672 0.1 0.0 -0.1 -0.649
C -4.231746 5.208693 -3.327944 -0.1 0.1 -0.1 -0.660
Cl -5.158526 4.008645 -2.390819 0.0 0.0 0.0 0.555
H -2.891663 3.740060 -4.164094 0.0 0.0 0.1 0.069
H -2.373662 5.415525 -4.360282 0.0 0.1 0.0 0.071
H -4.794911 5.404546 -4.238979 0.0 0.0 0.0 0.069
H -4.186431 6.125902 -2.746470 0.0 0.0 0.1 0.068
Cl -3.565107 -1.270924 -5.004317 -0.3 0.0 -0.3 0.604
C -5.280757 -1.579436 -4.631348 -0.1 0.1 -0.1 -0.645
C -5.500741 -1.800738 -3.157123 -0.1 0.1 0.1 -0.650
Cl -4.784217 -3.333540 -2.600676 0.0 0.0 0.0 0.561
H -5.604320 -2.437074 -5.215350 0.1 -0.1 0.0 0.066
H -5.841034 -0.706483 -4.962265 0.0 0.0 0.1 0.071
H -6.568315 -1.854097 -2.950449 0.0 0.0 0.0 0.072
H -5.074207 -0.995212 -2.564108 0.1 0.0 0.0 0.074
Cl 2.754065 -4.940666 1.430896 0.1 -0.3 -0.1 0.583
C 3.843715 -4.836429 2.841752 0.0 -0.1 0.0 -0.664
C 4.387568 -6.181246 3.241621 0.1 0.0 0.0 -0.657
Cl 3.130284 -7.254471 3.919096 0.0 -0.1 0.0 0.517
H 3.295814 -4.367932 3.652363 0.0 0.0 0.0 0.058
H 4.661420 -4.177352 2.563196 0.0 0.0 0.0 0.066
H 5.142396 -6.050852 4.014847 -0.1 0.1 0.0 0.073
H 4.841300 -6.694107 2.397277 -0.1 0.0 0.0 0.062

---

# 7
13
Properties=species:S:1:pos:R:3:forces:R:3:lowdin_charge:R:1 method="wB97M-V/def2-TZVPD" e_above_lowest_kj_mol=238.0 smiles="C#CC(=O)[C@@H](C)O" homo_ha=-0.3786
C -1.112165 2.713918 -0.675238 0.3 -0.6 0.1 0.153
C -0.325268 1.798358 -0.625581 -0.7 0.4 -0.2 -0.023
C 0.447237 0.550155 -0.597307 0.3 0.3 0.0 -0.376
O 1.320381 0.328206 -1.401685 -0.3 -0.1 0.3 0.128
C 0.116822 -0.400812 0.568563 -0.1 -0.3 -0.1 -0.381
C -0.136034 -1.821100 0.067398 -0.1 0.0 0.0 -0.033
O 1.221664 -0.446490 1.459977 0.2 0.3 0.0 -0.016
H -1.857212 3.483628 -0.712040 0.3 -0.1 0.0 0.041
H -0.778436 -0.021492 1.091746 0.2 -0.1 -0.2 0.141
H -0.311721 -2.478576 0.923394 0.0 0.1 -0.1 0.085
H 0.701928 -2.221593 -0.515257 -0.1 0.3 0.2 0.090
H -1.025577 -1.838493 -0.569014 0.0 0.0 0.1 0.087
H 1.612962 0.437580 1.544927 -0.2 -0.3 0.1 0.105